Entry 1:
This record from the OMol25 dataset describes 2 unconnected molecules or ions with the total composition CH4N2O3 in a non-equilibrium geometry. The level of theory is ωB97M-V/def2-TZVPD.

Output
Energy above the lowest of the compared OMol25 structures with the same formula, charge and spin   240.57 kJ/mol
Lowest unoccupied orbital energy   -0.15 eV
HOMO energy   -11.509 eV
SMILES   C=N[N+](=O)[O-].O

```
10
Properties=species:S:1:pos:R:3:forces:R:3:nbo_charge:R:1
C -0.052 -1.463 0.063 -1.936 1.107 0.285 0.004
N -1.102 -0.901 0.509 1.067 -0.911 0.244 -0.244
N -1.461 0.344 0.043 -0.303 1.119 -0.204 0.602
O -2.389 0.392 -0.725 0.148 0.016 -0.115 -0.345
O -0.894 1.284 0.573 -0.133 -0.173 -0.374 -0.388
O 2.069 1.160 -0.115 -0.031 -0.199 -0.205 -0.940
H 0.607 -1.270 -0.733 0.524 1.210 -1.084 0.183
H 1.282 0.909 -0.621 0.263 0.433 0.309 0.460
H 0.151 -2.337 0.547 0.545 -2.439 1.265 0.187
H 1.789 1.883 0.459 -0.143 -0.164 -0.122 0.481
```
Forces are in eV/Å.



Entry 2:
This record from the OMol25 dataset describes CH4N2O3 in the gas phase in a non-equilibrium geometry. The level of theory is ωB97M-V/def2-TZVPD.

Output
Energy above the lowest of the compared OMol25 structures with the same formula, charge and spin   397.75 kJ/mol
Lowest unoccupied orbital energy   0.59 eV
HOMO energy   -10.061 eV
SMILES   CN(O)[N+](=O)[O-]

```
10
Properties=species:S:1:pos:R:3:forces:R:3:nbo_charge:R:1
C -1.300 0.576 -0.121 3.660 -1.594 -0.819 -0.387
N 0.196 -0.352 0.175 -3.984 2.532 0.493 -0.059
N 1.389 0.290 -0.139 -1.644 -1.967 1.041 0.623
O 1.307 1.473 -0.216 0.336 2.092 -0.601 -0.416
O 2.359 -0.401 -0.113 1.580 -0.680 -0.454 -0.397
O 0.112 -1.708 0.088 0.458 -0.228 -0.101 -0.521
H -1.919 0.536 0.774 0.341 -0.202 -0.193 0.218
H -0.854 1.552 -0.368 -0.529 -0.452 0.421 0.245
H -1.688 0.103 -1.037 -0.089 0.086 0.734 0.214
H 0.398 -2.068 0.955 -0.129 0.413 -0.521 0.480
```
Forces are in eV/Å.



Entry 3:
This record from the OMol25 dataset describes a gas-phase ion, CH4N2O3P (charge -1) in a non-equilibrium geometry. The level of theory is ωB97M-V/def2-TZVPD.

Output
Energy above the lowest of the compared OMol25 structures with the same formula, charge and spin   88.74 kJ/mol
Charge   -1
Lowest unoccupied orbital energy   4.15 eV
HOMO energy   -4.759 eV
SMILES   NC(=O)[P@@](N)(=O)[O-]

```
11
Properties=species:S:1:pos:R:3:forces:R:3:nbo_charge:R:1
C 1.129 -0.217 -0.111 -1.072 0.462 0.512 0.381
N -1.768 -1.324 0.315 1.147 0.838 -0.443 -1.161
N 1.549 1.025 0.174 2.564 2.148 -0.132 -0.828
O -1.041 1.039 1.277 0.788 -0.838 0.912 -1.162
O 1.889 -1.091 -0.472 -0.306 -0.795 -0.062 -0.661
O -1.019 0.849 -1.168 -0.099 -0.916 -1.069 -1.187
P -0.766 0.139 0.121 -1.932 0.321 -0.118 2.125
H -1.186 -2.135 0.440 0.497 -0.360 0.529 0.359
H -2.166 -1.522 -0.588 -0.377 0.284 -0.534 0.366
H 0.950 1.812 0.158 -1.569 0.091 0.459 0.410
H 2.429 1.424 -0.146 0.359 -1.234 -0.054 0.358
```
Forces are in eV/Å.



Entry 4:
This record from the OMol25 dataset describes CH4N2OS in the gas phase in a non-equilibrium geometry. The level of theory is ωB97M-V/def2-TZVPD.

Output
Energy above the lowest of the compared OMol25 structures with the same formula, charge and spin   363.85 kJ/mol
Lowest unoccupied orbital energy   0.76 eV
HOMO energy   -8.880 eV
SMILES   ON/C=N\S

```
9
Properties=species:S:1:pos:R:3:forces:R:3:nbo_charge:R:1
C -0.262 -0.582 0.736 -0.530 1.747 -1.669 0.213
H 1.657 0.529 -1.088 -1.522 -2.967 -0.085 0.480
H 0.816 -1.909 -0.035 1.655 2.228 0.524 0.345
H -0.632 -1.419 1.331 0.331 0.288 0.377 0.182
H -1.779 2.519 0.134 0.797 -0.779 -0.741 0.129
N 1.052 -0.842 0.145 -2.644 -4.004 1.696 -0.324
N -1.097 0.363 0.511 0.655 -0.176 0.079 -0.584
O 1.137 -0.387 -1.135 1.710 4.210 -1.787 -0.565
S -0.891 1.727 -0.597 -0.452 -0.547 1.607 0.125
```
Forces are in eV/Å.



Entry 5:
This record from the OMol25 dataset describes CH4N2OS in the gas phase in a non-equilibrium geometry. The level of theory is ωB97M-V/def2-TZVPD.

Output
Energy above the lowest of the compared OMol25 structures with the same formula, charge and spin   287.99 kJ/mol
Lowest unoccupied orbital energy   0.81 eV
HOMO energy   -8.835 eV
SMILES   O/N=C/NS

```
9
Properties=species:S:1:pos:R:3:forces:R:3:nbo_charge:R:1
C -0.328 0.475 -0.173 -0.275 2.780 0.825 0.208
H 2.406 -0.949 1.002 0.054 -0.258 1.329 0.088
H 1.523 1.535 -0.042 -0.658 -0.196 -0.100 0.408
H -0.868 1.510 -0.176 0.852 -1.843 -0.397 0.171
H -2.726 -1.371 0.003 0.534 -0.507 0.189 0.479
N 1.087 0.624 -0.097 -0.505 -1.295 -0.130 -0.778
N -0.956 -0.610 -0.039 0.700 -1.223 -0.256 -0.206
O -2.337 -0.529 -0.225 0.086 1.628 -0.151 -0.571
S 2.198 -0.684 -0.253 -0.789 0.913 -1.309 0.201
```
Forces are in eV/Å.



Entry 6:
This record from the OMol25 dataset describes 2 unconnected molecules or ions with the total composition CH4N2OS in a non-equilibrium geometry. The level of theory is ωB97M-V/def2-TZVPD.

Output
Energy above the lowest of the compared OMol25 structures with the same formula, charge and spin   582.76 kJ/mol
Lowest unoccupied orbital energy   -0.36 eV
HOMO energy   -9.088 eV

```
9
Properties=species:S:1:pos:R:3:forces:R:3:nbo_charge:R:1
C 1.797 0.898 0.747 -0.404 1.541 0.799 -0.202
N -1.080 -0.489 0.401 0.095 -0.949 0.151 -0.715
N 0.195 -0.831 -0.145 -0.417 0.347 1.486 -0.174
O 0.417 -0.030 -1.303 -0.599 -0.773 -1.148 -0.607
S 0.689 1.897 1.150 1.065 -0.014 -0.099 0.181
H -0.011 -0.641 -1.947 0.828 0.942 0.142 0.470
H -1.317 0.338 1.013 1.057 -0.633 -1.381 0.354
H -1.674 -0.622 -0.412 -0.504 0.452 0.741 0.361
H 0.984 -0.520 0.496 -1.122 -0.913 -0.692 0.331
```
Forces are in eV/Å.



Entry 7:
This record from the OMol25 dataset describes 2 unconnected molecules or ions with the total composition CH4N2OS in a non-equilibrium geometry. The level of theory is ωB97M-V/def2-TZVPD.

Output
Energy above the lowest of the compared OMol25 structures with the same formula, charge and spin   587.60 kJ/mol
Lowest unoccupied orbital energy (spin up / spin down)   -0.02 / -0.38 eV
HOMO energy (spin up / spin down)   -8.294 / -7.739 eV

```
9
Properties=species:S:1:pos:R:3:forces:R:3:nbo_charge:R:1
C -1.776 -0.862 -0.373 0.693 1.056 0.699 -0.306
N 1.308 0.931 -0.219 0.011 0.316 -0.333 -0.693
N 0.787 0.005 0.714 -0.163 -0.145 0.035 -0.028
O 0.480 -1.144 0.277 0.018 -0.048 -0.019 -0.376
S -2.052 0.452 0.418 -0.473 -0.352 -0.321 0.148
H -2.362 -1.500 -0.997 -0.292 -0.425 -0.313 0.192
H 2.259 1.168 0.045 -0.046 -0.150 0.010 0.361
H 1.320 0.502 -1.146 -0.090 -0.085 0.382 0.366
H 0.035 0.449 1.282 0.342 -0.166 -0.140 0.337
```
Forces are in eV/Å.



Entry 8:
This record from the OMol25 dataset describes a molecular structure, CH4N2OS in a non-equilibrium geometry. The level of theory is ωB97M-V/def2-TZVPD.

Output
Energy above the lowest of the compared OMol25 structures with the same formula, charge and spin   317.73 kJ/mol
Lowest unoccupied orbital energy   0.83 eV
HOMO energy   -8.961 eV

```
9
Properties=species:S:1:pos:R:3:forces:R:3:nbo_charge:R:1
C 0.423 0.773 -0.056 3.500 0.148 -0.497 0.212
H 2.690 -0.406 0.899 0.667 0.466 -1.639 0.478
H 0.968 -1.189 -0.625 -0.885 0.229 0.059 0.384
H 1.153 1.567 -0.202 -0.101 0.173 0.307 0.190
H -2.792 0.085 0.545 0.579 -0.343 -0.438 0.130
N 1.062 -0.464 0.081 1.691 -0.124 -0.934 -0.377
N -0.773 1.020 0.016 -3.120 0.000 -0.178 -0.553
O 2.505 -0.198 -0.061 -0.855 -0.779 2.599 -0.581
S -1.664 -0.438 -0.029 -1.475 0.230 0.720 0.117
```
Forces are in eV/Å.



Entry 9:
This record from the OMol25 dataset describes 2 unconnected molecules or ions with the total composition CH4N2OS in a non-equilibrium geometry. The level of theory is ωB97M-V/def2-TZVPD.

Output
Energy above the lowest of the compared OMol25 structures with the same formula, charge and spin   498.89 kJ/mol
Lowest unoccupied orbital energy (spin up / spin down)   -0.70 / -1.05 eV
HOMO energy (spin up / spin down)   -8.472 / -8.477 eV

```
9
Properties=species:S:1:pos:R:3:forces:R:3:nbo_charge:R:1
C -0.012 -0.265 0.341 0.935 0.993 -3.513 0.011
N -0.536 0.253 -1.840 1.841 0.718 3.542 -0.763
N -0.968 0.115 1.134 -2.168 -0.966 -2.535 -0.814
O 2.388 -0.709 1.349 0.571 -0.123 1.341 -0.943
S 1.608 -0.405 0.155 -1.069 -0.332 -1.096 1.005
H -0.151 -0.644 -2.118 0.238 -0.182 -0.292 0.333
H 0.324 0.880 -1.690 -1.415 -1.001 -0.842 0.337
H -0.790 0.466 2.003 0.510 1.174 2.675 0.403
H -1.863 0.309 0.668 0.556 -0.280 0.720 0.431
```
Forces are in eV/Å.



Entry 10:
This record from the OMol25 dataset describes CH4N2OS in the gas phase in a non-equilibrium geometry. The level of theory is ωB97M-V/def2-TZVPD.

Output
Energy above the lowest of the compared OMol25 structures with the same formula, charge and spin   349.25 kJ/mol
Lowest unoccupied orbital energy   0.74 eV
HOMO energy   -9.203 eV
SMILES   [H]/N=C/SON

```
9
Properties=species:S:1:pos:R:3:forces:R:3:nbo_charge:R:1
C 0.465 1.336 0.774 -1.311 -0.637 -1.394 -0.086
N 0.367 2.460 1.300 -0.833 1.303 0.608 -0.646
N -0.157 -1.771 0.070 -1.150 -0.476 -0.138 -0.535
O 1.033 -1.057 0.237 0.832 0.361 1.723 -0.530
S 0.860 -0.096 1.618 1.324 -0.736 -0.015 0.583
H 0.112 1.007 -0.229 0.141 0.569 0.227 0.167
H -0.253 3.094 0.765 1.034 -0.293 0.008 0.354
H -0.209 -1.772 -0.928 -0.469 -0.594 -0.637 0.349
H -0.075 -2.726 0.443 0.433 0.503 -0.382 0.345
```
Forces are in eV/Å.



Entry 11:
This record from the OMol25 dataset describes a molecular structure, CH4N2OS2 in a non-equilibrium geometry. The level of theory is ωB97M-V/def2-TZVPD.

Output
Energy above the lowest of the compared OMol25 structures with the same formula, charge and spin   543.99 kJ/mol
Lowest unoccupied orbital energy   -0.47 eV
HOMO energy   -9.040 eV

```
10
Properties=species:S:1:pos:R:3:forces:R:3:nbo_charge:R:1
C -0.001 0.212 -0.441 -1.707 2.471 3.712 0.206
H -2.272 0.803 0.604 0.078 -4.411 -2.440 0.472
H -1.109 -0.995 -1.512 -0.255 0.627 4.530 0.361
H 0.853 -1.255 0.806 0.703 2.603 -4.336 0.444
H 2.319 0.801 1.083 1.185 -0.506 -1.650 0.126
N -1.072 -0.707 -0.231 -1.072 -1.370 -5.459 -0.310
N 1.074 -0.513 -0.143 1.376 -4.130 2.961 -0.769
O -2.372 -0.305 0.118 1.216 4.911 1.713 -0.548
S -0.096 1.892 -0.169 -0.331 -1.358 -1.036 -0.196
S 2.676 0.067 -0.114 -1.193 1.163 2.003 0.214
```
Forces are in eV/Å.



Entry 12:
This record from the OMol25 dataset describes CH4N2P2 in the gas phase in a non-equilibrium geometry. The level of theory is ωB97M-V/def2-TZVPD.

Output
Energy above the lowest of the compared OMol25 structures with the same formula, charge and spin   251.84 kJ/mol
Lowest unoccupied orbital energy (spin up / spin down)   -0.55 / -1.34 eV
HOMO energy (spin up / spin down)   -7.917 / -7.255 eV

```
9
Properties=species:S:1:pos:R:3:forces:R:3:nbo_charge:R:1
C 1.151 -0.031 -0.023 5.846 2.123 0.861 0.058
N 2.311 0.363 0.172 -4.909 -2.942 0.209 -0.609
N -1.082 -1.154 -0.148 3.134 -2.427 1.773 -1.185
P -1.221 1.930 0.126 0.836 -0.218 -1.770 -0.112
P -0.365 0.177 -0.877 -1.578 1.382 -0.063 0.689
H 2.995 0.979 -0.148 0.887 1.186 -0.632 0.412
H -0.382 -1.973 0.091 -2.035 2.232 -0.659 0.400
H -1.948 -1.477 -0.432 -1.854 -0.631 -0.902 0.391
H -1.459 1.185 1.239 -0.327 -0.706 1.183 -0.045
```
Forces are in eV/Å.